21
Properties=species:S:1:pos:R:3:forces:R:3:lowdin_charge:R:1 method="wB97M-V/def2-TZVPD" homo_ev=-12.8 e_above_lowest_kj_mol=0.0 total_charge=+1 energy_ha=-536.6093 fmax_ev_per_a=5.82 e_lumo_ev=-4.540
C -3.110746 -0.431002 0.082884 -0.0860 -0.5072 -1.3933 -0.057
C -2.376179 -1.616899 -0.029992 0.5586 -2.3580 -0.7968 -0.035
C -2.501186 0.809470 0.087068 -1.4717 1.9888 1.1900 -0.023
C -0.962992 -1.608560 0.026243 -0.9409 0.7197 0.2437 -0.009
C -1.108496 0.920870 0.058247 0.3625 -1.3155 -0.7435 -0.136
C -0.370788 -0.354304 0.007787 3.2512 2.6997 -0.3408 -0.003
C -0.364715 2.163481 -0.073249 2.0748 -0.7121 0.5029 0.044
C 0.991436 2.073000 -0.140235 -1.8325 4.5752 0.2929 -0.093
C 1.227679 -0.181948 -0.094304 -5.4173 -0.3876 2.0785 -0.180
C 3.375204 -0.984931 0.075246 1.5069 -3.4177 1.5326 0.047
O 1.740703 1.012636 -0.032094 1.4537 -3.7904 -0.6873 0.139
O 1.940031 -1.213290 0.080518 0.4511 -0.3741 -0.2994 0.062
H -4.184586 -0.446689 -0.098984 0.1706 -0.1892 0.4911 0.122
H -2.830090 -2.650256 -0.344383 0.4522 2.2287 1.2176 0.159
H -3.230515 1.734810 0.205910 1.9851 -1.8420 -0.5028 0.173
H -0.338680 -2.493395 0.148632 -0.3700 0.0806 -0.5157 0.130
H -0.688043 3.205067 0.031811 -0.6110 -0.7395 -0.3441 0.143
H 1.665917 2.948002 -0.151343 -0.7850 -0.4130 -0.1194 0.159
H 3.964987 -2.007893 -0.164586 -1.8058 2.3789 0.9110 0.176
H 3.659816 -0.519533 1.040920 -0.0354 -0.4888 -0.6574 0.126
H 3.501250 -0.358634 -0.716086 1.0884 1.8635 -2.0601 0.058